Record 1
Density functional theory data (wB97M-V/def2-TZVPD) for a structure of composition C3H4N2O in a non-equilibrium geometry.

CARTESIAN COORDINATES (ANGSTROEM)
C -0.75 0.31 -1.04
C 0.64 0.82 -0.56
C -0.62 -0.85 0.88
N -1.28 -0.50 -0.22
N 0.92 0.25 0.67
O 1.30 1.66 -1.13
H -1.03 0.72 -1.95
H -0.88 -0.35 1.83
H 0.01 -1.75 0.84
H 1.71 -0.32 0.69

Spin multiplicity = 3
Relative energy (zero: lowest compared OMol25 entry of this formula, charge and spin) = 0.460 eV
LUMO energy (spin up / spin down) = 0.856 / -3.016 eV

***

Record 2
Density functional theory data (wB97M-V/def2-TZVPD) for a structure of composition C43H54BMnN7O2PS3 in a non-equilibrium geometry.

CARTESIAN COORDINATES (ANGSTROEM)
Mn 1.72 1.55 -1.94
C 5.48 0.22 1.82
C 4.11 -0.31 2.03
C 3.81 -1.26 2.96
C 2.48 -1.75 3.05
N 1.59 -1.37 2.19
N 1.86 -0.44 1.29
B 0.60 -0.25 0.48
N -0.40 0.64 1.03
N -0.28 0.98 2.33
C -1.19 1.71 2.91
C -2.29 2.21 2.20
C -2.42 1.93 0.85
C -3.52 2.47 0.01
C -1.44 1.12 0.26
S -1.41 0.78 -1.41
C -1.04 1.92 4.40
C -2.27 1.28 5.07
C 0.22 1.22 4.90
C -0.96 3.41 4.73
N 0.17 -1.47 -0.25
N -0.88 -2.11 0.25
C -1.24 -3.26 -0.25
C -0.56 -3.84 -1.35
C 0.52 -3.18 -1.88
C 1.30 -3.70 -3.04
C 0.90 -1.96 -1.29
S 2.20 -1.02 -1.88
C -2.37 -4.00 0.45
C -2.85 -3.20 1.66
C -3.53 -4.20 -0.52
C -1.80 -5.34 0.92
C 3.05 0.18 1.20
S 3.32 1.50 0.16
C 2.03 -2.73 4.11
C 2.83 -4.03 3.97
C 2.28 -2.10 5.48
C 0.54 -3.03 3.93
H 6.20 -0.27 2.47
H 5.50 1.30 1.99
H 5.77 0.07 0.78
H 4.59 -1.65 3.61
H -3.03 2.82 2.70
H -4.25 3.01 0.60
H -4.01 1.66 -0.52
H -3.10 3.14 -0.75
H -2.39 0.25 4.74
H -3.18 1.82 4.83
H -2.15 1.28 6.15
H 0.19 0.17 4.63
H 0.31 1.31 5.98
H 1.10 1.66 4.44
H -1.88 3.93 4.48
H -0.14 3.88 4.20
H -0.78 3.54 5.80
H -0.89 -4.78 -1.77
H 0.81 -4.58 -3.47
H 2.30 -3.98 -2.73
H 1.41 -2.94 -3.80
H -3.23 -2.23 1.35
H -2.04 -3.04 2.37
H -3.65 -3.75 2.16
H -3.96 -3.24 -0.80
H -4.30 -4.80 -0.05
H -3.21 -4.71 -1.43
H -0.88 -5.19 1.47
H -1.59 -6.00 0.08
H -2.52 -5.84 1.56
H 3.89 -3.87 4.15
H 2.71 -4.45 2.97
H 2.47 -4.76 4.69
H 3.32 -1.85 5.62
H 1.99 -2.80 6.26
H 1.69 -1.20 5.59
H 0.36 -3.53 2.99
H -0.03 -2.12 3.94
H 0.20 -3.67 4.74
O 4.30 1.17 -4.93
C 3.31 1.50 -4.33
O 3.11 1.40 -3.06
C 2.12 2.18 -5.06
P 0.64 1.97 -3.97
C -0.34 3.46 -4.28
C 0.27 4.71 -4.28
C -0.47 5.85 -4.53
C -1.83 5.75 -4.78
C -2.45 4.51 -4.74
C -1.72 3.37 -4.48
C -0.27 0.66 -4.85
C -0.46 -0.59 -4.26
C -1.11 -1.60 -4.94
C -1.60 -1.36 -6.21
C -1.42 -0.13 -6.81
C -0.74 0.88 -6.15
H 1.96 1.75 -6.06
H 2.37 3.23 -5.18
H 1.33 4.79 -4.07
H 0.02 6.81 -4.56
H -2.40 6.64 -4.99
H -3.51 4.44 -4.93
H -2.21 2.41 -4.44
H -0.09 -0.74 -3.26
H -1.24 -2.56 -4.48
H -2.12 -2.15 -6.74
H -1.82 0.05 -7.80
H -0.59 1.84 -6.62
C 0.38 4.83 0.60
C 0.60 3.68 -0.21
N 0.81 2.75 -0.86
H 1.30 5.43 0.63
H 0.12 4.52 1.61
H -0.42 5.44 0.18

Charge = +1
Spin multiplicity = 6
Relative energy (zero: lowest compared OMol25 entry of this formula, charge and spin) = 1.882 eV
LUMO energy (spin up / spin down) = -3.973 / -4.058 eV

***

Record 3
Density functional theory data (wB97M-V/def2-TZVPD) for a structure of composition C7H4ClF5O3S4SbTcTe.

CARTESIAN COORDINATES (ANGSTROEM)
Tc -2.41 -1.76 2.12
S -5.90 -2.17 5.28
Sb -3.76 -3.25 5.29
S -3.83 -0.44 3.05
S -1.77 -2.61 4.18
S -3.54 -4.45 7.09
F -4.42 -4.13 3.55
Te -5.06 -3.96 1.45
F -5.25 -3.99 -0.40
F -6.21 -1.98 3.70
F -4.83 -0.02 1.85
F -4.37 -5.65 1.39
O -3.41 -3.08 1.23
Cl 6.31 3.86 -5.67
C 5.30 3.39 -4.40
C 4.57 2.20 -4.52
C 3.74 1.81 -3.50
C 3.65 2.63 -2.36
C 4.38 3.84 -2.24
C 5.20 4.21 -3.27
C 2.83 2.27 -1.31
O 2.18 1.97 -0.44
O -1.29 -0.76 1.49
H 4.67 1.60 -5.41
H 3.17 0.89 -3.57
H 4.29 4.45 -1.35
H 5.78 5.12 -3.21

Charge = +2
Spin multiplicity = 1
Relative energy (zero: lowest compared OMol25 entry of this formula, charge and spin) = 0.479 eV
LUMO energy = -7.691 eV

***

Record 4
Density functional theory data (wB97M-V/def2-TZVPD) for a cluster of 2 separate species, C3H11N2 in total in a non-equilibrium geometry.

CARTESIAN COORDINATES (ANGSTROEM)
C 0.04 2.00 1.23
N -0.03 1.77 -0.22
H 1.00 1.58 1.58
H 0.02 3.05 1.48
H -0.70 1.46 1.81
H -0.79 2.29 -0.60
H 0.10 0.15 -0.53
H 0.77 2.16 -0.67
C 0.97 -1.66 0.28
C -1.07 -1.54 -1.00
N -0.09 -0.93 -0.49
H 0.82 -1.60 1.35
H 1.89 -1.18 -0.04
H 0.98 -2.67 -0.13
H -1.69 -1.01 -1.70
H -1.25 -2.56 -0.68

Charge = +1
Spin multiplicity = 1
Relative energy (zero: lowest compared OMol25 entry of this formula, charge and spin) = 1.208 eV
LUMO energy = -4.369 eV

***

Record 5
Density functional theory data (wB97M-V/def2-TZVPD) for a cluster of 2 separate species, C6H10 in total.

CARTESIAN COORDINATES (ANGSTROEM)
C -0.85 0.59 1.91
C -1.61 -0.12 -0.93
C -0.30 -0.17 -0.72
C 0.64 -1.22 -0.15
C 1.52 -0.03 0.31
C 0.81 0.87 -0.73
H -1.50 -0.30 1.95
H -1.47 1.39 1.44
H -2.09 0.78 -1.31
H -2.23 -1.01 -0.82
H 1.12 -1.79 -0.95
H 0.25 -1.92 0.59
H 2.60 -0.14 0.25
H 1.21 0.27 1.31
H 1.34 0.87 -1.69
H 0.57 1.90 -0.46

Spin multiplicity = 1
Relative energy (zero: lowest compared OMol25 entry of this formula, charge and spin) = 5.804 eV
LUMO energy (spin up / spin down) = -0.534 / -0.531 eV

***

Record 6
Density functional theory data (wB97M-V/def2-TZVPD) for a cluster of 2 separate species, C4H12 in total in a non-equilibrium geometry.

CARTESIAN COORDINATES (ANGSTROEM)
C -1.56 -0.37 0.79
C -2.82 -0.44 1.75
H -1.21 0.64 0.96
H -0.73 -1.03 1.07
H -1.90 -0.63 -0.20
H -3.04 -1.49 1.90
H -2.51 -0.04 2.72
H -3.68 0.05 1.31
C 1.43 0.55 -1.14
C 2.95 0.24 -1.34
H 0.88 -0.07 -1.89
H 1.13 0.46 -0.11
H 1.13 1.56 -1.39
H 3.22 0.75 -2.26
H 3.11 -0.80 -1.61
H 3.59 0.62 -0.58

Spin multiplicity = 1
Relative energy (zero: lowest compared OMol25 entry of this formula, charge and spin) = 0.470 eV
SMILES = CC.CC
LUMO energy = 1.144 eV

***

Record 7
Density functional theory data (wB97M-V/def2-TZVPD) for a cluster of 2 separate species, C2H4BrN in total in a non-equilibrium geometry.

CARTESIAN COORDINATES (ANGSTROEM)
C 0.14 0.23 -0.89
C 0.27 -0.01 1.59
N 0.44 0.23 0.38
Br -1.69 -1.07 -2.56
H -0.42 1.08 -1.24
H 0.90 -0.18 -1.53
H 0.92 0.37 2.35
H -0.57 -0.65 1.90

Spin multiplicity = 1
Relative energy (zero: lowest compared OMol25 entry of this formula, charge and spin) = 1.984 eV
LUMO energy = -0.982 eV

***

Record 8
Density functional theory data (wB97M-V/def2-TZVPD) for a structure of composition C24H60N4NaO12P in a non-equilibrium geometry.

CARTESIAN COORDINATES (ANGSTROEM)
Na 0.43 0.53 -0.67
P -0.40 0.19 2.02
O -1.43 -0.11 0.84
O 0.09 -0.99 2.81
O -1.02 1.19 3.04
O 0.93 0.75 1.46
C 5.62 2.65 -0.73
O 4.46 2.89 -1.54
C 3.42 3.39 -0.75
C 2.17 3.59 -1.67
N 1.66 2.32 -2.16
C 0.79 2.50 -3.35
C 0.26 1.21 -3.96
O -0.53 0.43 -3.04
C -1.06 -0.80 -3.58
H 6.44 2.34 -1.38
H 5.28 2.01 0.09
H 5.83 3.63 -0.30
H 3.63 4.34 -0.26
H 3.20 2.70 0.06
H 2.51 4.31 -2.41
H 1.36 4.16 -1.21
H 2.50 1.85 -2.46
H 1.28 3.05 -4.15
H -0.10 3.09 -3.12
H 1.14 0.68 -4.33
H -0.38 1.41 -4.81
H -0.31 -1.59 -3.62
H -1.44 -0.60 -4.59
H -1.89 -1.11 -2.95
C 1.40 -3.17 5.18
O 2.41 -2.93 4.17
C 2.43 -3.84 3.05
C 3.50 -3.49 2.01
N 3.12 -2.38 1.15
C 4.13 -1.85 0.33
C 3.63 -0.63 -0.50
O 2.57 -0.94 -1.38
C 2.82 -1.99 -2.35
H 0.42 -2.70 5.06
H 1.68 -2.82 6.17
H 1.35 -4.25 5.33
H 1.48 -4.09 2.58
H 2.75 -4.84 3.35
H 3.73 -4.37 1.40
H 4.39 -3.24 2.59
H 2.42 -2.88 0.63
H 4.47 -2.61 -0.37
H 4.96 -1.60 0.99
H 4.38 -0.15 -1.12
H 3.24 0.14 0.16
H 3.17 -2.93 -1.92
H 3.52 -1.60 -3.10
H 1.87 -2.19 -2.85
C 2.44 -5.44 -1.17
O 1.86 -4.35 -0.46
C 0.46 -4.15 -0.75
C -0.04 -3.03 0.17
N -1.42 -2.61 -0.24
C -2.48 -3.51 0.24
C -3.82 -3.32 -0.50
O -4.75 -2.54 0.12
C -4.45 -1.19 0.42
H 3.42 -5.68 -0.77
H 2.43 -5.29 -2.25
H 1.79 -6.29 -0.96
H -0.08 -5.09 -0.63
H 0.53 -3.94 -1.82
H 0.59 -2.15 0.30
H -0.02 -3.46 1.17
H -1.56 -1.72 0.22
H -2.67 -3.38 1.31
H -2.17 -4.54 0.04
H -4.31 -4.27 -0.69
H -3.62 -2.86 -1.47
H -3.83 -1.13 1.31
H -5.40 -0.69 0.60
H -3.93 -0.68 -0.39
C -3.14 3.34 -3.07
O -2.84 3.70 -1.75
C -2.21 2.71 -0.98
C -1.90 3.32 0.38
N -3.08 3.56 1.25
C -2.78 4.17 2.56
C -4.01 4.78 3.26
O -5.04 3.88 3.59
C -6.19 4.58 3.90
H -3.80 4.09 -3.53
H -3.61 2.36 -3.15
H -2.29 3.29 -3.75
H -1.28 2.46 -1.48
H -2.85 1.83 -0.85
H -1.36 4.23 0.11
H -1.18 2.74 0.97
H -3.74 4.12 0.73
H -2.08 4.98 2.35
H -2.31 3.47 3.26
H -4.42 5.56 2.61
H -3.52 5.18 4.15
H -6.10 5.43 4.57
H -6.95 3.90 4.29
H -6.64 4.97 2.99

Charge = -1
Spin multiplicity = 2
LUMO energy (spin up / spin down) = 1.706 / 1.707 eV

***

Record 9
Density functional theory data (wB97M-V/def2-TZVPD) for a cluster of 2 separate species, C10H16 in total in a non-equilibrium geometry.

CARTESIAN COORDINATES (ANGSTROEM)
C -1.87 0.58 2.58
C 1.92 1.32 0.64
C 1.87 0.80 1.92
C 0.73 1.66 0.00
C 0.65 0.60 2.56
C -0.48 1.50 0.67
C -0.55 0.90 1.92
H 2.83 1.25 0.05
H 2.76 0.49 2.46
H 0.73 1.83 -1.07
H 0.68 0.24 3.58
H -1.39 1.81 0.16
H -1.83 -0.44 2.96
H -2.71 0.71 1.90
H -2.02 1.24 3.45
C 0.45 -1.23 -1.94
C -0.10 -0.62 -3.24
C -0.57 -2.11 -1.23
H 1.35 -1.81 -2.16
H 0.81 -0.44 -1.28
H -0.33 0.44 -3.08
H -1.53 -1.58 -1.22
H -0.79 -3.00 -1.83
H -1.00 -1.14 -3.55
H 0.66 -0.55 -4.02
H -0.28 -2.44 -0.24

Spin multiplicity = 1
Relative energy (zero: lowest compared OMol25 entry of this formula, charge and spin) = 0.450 eV
SMILES = Cc1ccccc1.CCC
LUMO energy = 1.014 eV

***

Record 10
Density functional theory data (wB97M-V/def2-TZVPD) for the ion C5H10NO4 with charge +1 in a non-equilibrium geometry.

CARTESIAN COORDINATES (ANGSTROEM)
C 0.31 2.66 -0.81
C -0.92 -0.19 1.29
C -1.31 -0.41 -0.15
C 1.27 0.75 0.29
C -0.93 -1.84 -0.70
N 0.41 1.37 -0.55
O -0.75 0.65 -1.02
O -0.36 -1.09 2.02
O 2.09 1.59 0.97
O 0.39 -2.12 -0.43
H -0.62 3.00 -1.16
H 1.38 3.06 -0.69
H -1.36 0.63 1.99
H -2.32 -0.21 -0.31
H 1.67 -0.25 0.22
H -1.20 -1.71 -1.75
H -1.54 -2.57 -0.33
H -0.10 -1.94 1.41
H 3.03 1.44 0.75
H 0.86 -2.83 -1.03

Charge = +1
Spin multiplicity = 3
LUMO energy (spin up / spin down) = -3.855 / -5.739 eV

***

Record 11
Density functional theory data (wB97M-V/def2-TZVPD) for a structure of composition C4H13N3 in a non-equilibrium geometry.

CARTESIAN COORDINATES (ANGSTROEM)
N 0.43 -1.42 0.18
C 0.36 -0.15 -0.19
C -0.87 0.76 -0.13
C -1.73 0.71 1.14
N -2.20 -0.66 1.35
C 1.02 -0.04 -1.58
N 2.41 -0.44 -1.45
H 1.71 1.04 1.00
H 0.52 -1.44 1.19
H 1.27 0.48 0.63
H -0.48 1.78 -0.20
H -1.50 0.47 -0.97
H -2.59 1.37 1.03
H -1.13 1.14 1.96
H -1.40 -1.28 1.26
H -2.56 -0.84 2.27
H 1.05 0.96 -2.01
H 0.38 -0.69 -2.19
H 2.46 -1.30 -0.93
H 2.87 -0.46 -2.35

Spin multiplicity = 1
Relative energy (zero: lowest compared OMol25 entry of this formula, charge and spin) = 4.185 eV
LUMO energy = -0.157 eV

***

Record 12
Density functional theory data (wB97M-V/def2-TZVPD) for a cluster of 2 separate species, C2H7O2PS2 in total in a non-equilibrium geometry.

CARTESIAN COORDINATES (ANGSTROEM)
C 0.20 -0.93 1.62
C 1.48 -0.70 -0.32
O -1.82 1.78 -3.19
O 1.36 -0.43 1.05
P -1.18 2.80 -2.11
S 0.31 0.35 -1.33
S -2.91 2.85 -1.02
H -0.83 -0.92 1.07
H 0.14 -0.57 2.59
H 0.29 -1.94 1.86
H 1.32 -1.64 -0.76
H 2.48 -0.55 -0.49
H -1.32 1.68 -4.01
H -2.88 4.13 -0.59

Spin multiplicity = 1
Relative energy (zero: lowest compared OMol25 entry of this formula, charge and spin) = 4.865 eV
LUMO energy (spin up / spin down) = -1.553 / -0.896 eV

***

Record 13
Density functional theory data (wB97M-V/def2-TZVPD) for a structure of composition C25H24ClNPTl.

CARTESIAN COORDINATES (ANGSTROEM)
Tl -0.66 -0.31 2.08
C -1.77 2.78 -2.19
C -2.74 2.21 -1.39
C -2.35 1.41 -0.33
N -1.07 1.15 -0.06
C -0.14 1.72 -0.82
C -0.44 2.54 -1.89
H -2.05 3.42 -3.02
H -3.80 2.40 -1.56
H -3.07 0.97 0.34
H 0.89 1.52 -0.55
H 0.35 2.97 -2.49
C 3.91 -1.07 -0.28
P 2.13 -1.21 0.16
C 1.30 -1.12 -1.47
C 1.88 -0.56 -2.60
C 1.13 -0.38 -3.76
C -0.20 -0.76 -3.80
C -0.78 -1.34 -2.67
C -0.04 -1.51 -1.52
C 2.00 -3.01 0.50
C 2.12 -3.97 -0.50
C 2.03 -5.32 -0.20
C 1.83 -5.72 1.11
C 1.71 -4.78 2.12
C 1.79 -3.42 1.81
H 4.18 -1.73 -1.11
H 4.48 -1.36 0.60
H 4.16 -0.04 -0.53
H 2.92 -0.26 -2.59
H 1.59 0.06 -4.63
H -0.78 -0.61 -4.70
H -1.82 -1.65 -2.69
H -0.50 -1.96 -0.64
H 2.27 -3.66 -1.53
H 2.12 -6.06 -0.98
H 1.75 -6.78 1.35
H 1.54 -5.09 3.14
H 1.68 -2.68 2.59
Cl -4.88 4.79 1.25
C -3.47 3.96 1.86
C -2.21 4.31 1.39
C -1.10 3.64 1.85
C -1.20 2.59 2.79
C -0.04 1.76 3.15
C -2.49 2.29 3.26
C -3.61 2.96 2.80
H -2.11 5.11 0.67
H -0.12 3.91 1.47
H -0.03 1.49 4.20
H 0.91 2.19 2.83
H -2.61 1.51 4.00
H -4.59 2.71 3.18

Spin multiplicity = 1
LUMO energy = 0.418 eV

***

Record 14
Density functional theory data (wB97M-V/def2-TZVPD) for the molecule C10H22N2O3.

CARTESIAN COORDINATES (ANGSTROEM)
C -4.80 -1.78 1.28
C -4.64 -1.57 -0.22
C -4.11 -0.19 -0.59
C -2.67 0.04 -0.13
C -2.14 1.39 -0.62
O -0.89 1.76 -0.08
C 0.21 1.01 -0.55
C 1.47 1.71 -0.04
C 2.76 1.07 -0.54
H 3.59 1.66 -0.14
H 2.80 1.12 -1.63
C 2.91 -0.39 -0.08
C 4.34 -0.85 -0.28
O 4.73 -1.51 -1.22
N 5.18 -0.46 0.71
H 4.88 0.19 1.43
N 6.57 -0.63 0.61
H 6.78 -0.79 -0.38
H 6.84 -1.49 1.10
H 2.64 -0.45 0.97
H 2.26 -1.04 -0.67
O 1.49 1.71 1.37
H 0.61 1.98 1.66
H 1.43 2.75 -0.40
H 0.21 0.98 -1.65
H 0.17 -0.02 -0.17
H -2.83 2.19 -0.31
H -2.09 1.39 -1.72
H -2.61 0.03 0.96
H -2.04 -0.76 -0.51
H -4.75 0.57 -0.15
H -4.15 -0.07 -1.67
H -3.97 -2.34 -0.62
H -5.61 -1.71 -0.70
H -5.26 -2.74 1.49
H -3.84 -1.75 1.79
H -5.44 -1.00 1.70

Spin multiplicity = 1
Relative energy (zero: lowest compared OMol25 entry of this formula, charge and spin) = 0.069 eV
SMILES = CCCCCOC[C@@H](O)CCC(=O)NN
LUMO energy = 0.820 eV